1.
65
Properties=species:S:1:pos:R:3:forces:R:3 method="wB97M-V/def2-TZVPD" spin_multiplicity=1 lumo_energy_ev=0.63 relative_energy_ev=0.198 smiles="COCCCCC(=O)N[C@H]1CC[C@@H](N(C)C(=O)c2cnc3n2CC[C@@H](C)C3)CC1" total_energy_ev=-35503.1188
O 2.2819 -0.6576 -0.9593 0.01 -0.03 -0.03
O 1.7937 -1.9270 4.1415 -0.06 -0.11 -0.03
O -0.8620 2.8584 1.3023 0.00 0.00 0.00
N 3.8607 -2.0264 5.0720 -0.01 -0.08 0.00
N 1.2032 -3.1577 8.4237 0.01 -0.02 0.00
N 2.4625 -0.5168 1.2960 -0.02 -0.02 -0.07
N 0.6934 -3.4405 6.2854 0.02 -0.01 0.05
C -3.0349 -5.4307 7.0580 0.00 0.00 0.00
C -1.1058 -4.9023 5.5151 0.00 0.00 -0.01
C -0.9218 -4.3836 7.9317 0.00 0.02 0.00
C 4.1873 0.7589 2.4654 0.04 0.00 -0.02
C 1.7876 -0.7917 0.1485 0.04 0.06 0.05
C 0.3431 -1.2035 0.3551 -0.03 0.02 0.00
C 2.5200 -2.2348 5.0908 -0.01 0.09 0.13
C -1.6278 3.9564 1.7334 0.01 -0.01 0.00
C 4.3994 -2.1916 2.6668 -0.06 0.01 -0.07
C 4.7980 -2.6414 5.9982 0.00 0.00 -0.01
C 2.1904 -2.6257 7.6540 0.01 0.05 0.01
C 1.9103 -2.7805 6.3195 -0.03 -0.06 -0.07
C -1.3741 2.2865 0.1150 0.01 0.00 0.00
C -0.5288 -0.0072 0.7527 0.01 -0.01 0.02
C -0.0817 -3.8527 5.1149 0.01 0.01 0.01
C 4.7513 -1.4150 1.4018 0.04 -0.05 0.01
C 3.8754 -0.1670 1.2939 -0.01 0.04 0.00
C 4.4499 -1.3161 3.9258 0.06 0.08 0.00
C -0.5078 1.1111 -0.2821 0.00 0.00 0.00
C 0.3255 -3.6472 7.5711 -0.03 -0.02 -0.01
C 3.8466 0.0908 3.7927 -0.04 -0.02 0.02
C -1.8901 -4.4764 6.7534 0.00 0.00 0.00
H -0.0014 -1.6348 -0.5845 0.00 0.00 -0.01
H 5.0745 -3.0410 2.8008 0.01 0.01 0.01
H 2.0517 -0.8258 2.1668 -0.02 0.00 0.02
H -2.3021 -3.4775 6.5656 0.00 0.00 0.00
H -0.1946 0.3879 1.7140 -0.01 0.00 0.00
H -2.4122 1.9607 0.2810 -0.01 0.00 0.00
H -1.5572 -0.3530 0.8954 -0.01 0.00 -0.01
H -3.7554 -5.4571 6.2393 0.00 0.00 0.00
H -1.6439 4.7525 0.9792 0.00 0.00 0.00
H 5.5053 -1.1789 4.1770 0.01 0.00 0.04
H -0.8558 0.7317 -1.2474 0.00 0.00 0.00
H 0.5154 1.4615 -0.4382 0.00 0.00 0.01
H 5.6149 -3.0909 5.4311 0.01 0.01 -0.01
H -2.6624 3.6619 1.9477 0.00 0.00 0.00
H -1.3894 3.0405 -0.6835 0.00 0.00 0.00
H 0.2840 -1.9714 1.1311 0.02 -0.01 0.00
H 5.2523 1.0080 2.4240 -0.01 0.01 0.00
H 3.6320 1.6935 2.3709 -0.01 0.00 -0.01
H 3.3944 -2.5994 2.5616 0.03 -0.01 0.00
H 4.0720 0.3377 0.3494 -0.02 0.00 -0.01
H 5.7997 -1.0997 1.4137 0.01 -0.03 0.00
H -0.6533 -5.3948 8.2573 0.01 0.00 0.00
H 4.3142 -3.4248 6.5734 0.01 0.02 -0.02
H 5.2221 -1.9066 6.6866 0.00 0.00 0.00
H -1.7777 -5.0671 4.6704 0.00 0.00 0.00
H 3.0387 -2.1289 8.0968 -0.02 0.00 -0.01
H 0.6045 -4.2312 4.3602 0.00 0.00 0.00
H 2.7659 0.0255 3.8956 0.02 0.08 0.01
H -0.6070 -5.8560 5.7204 0.00 0.00 0.00
H -3.5646 -5.1350 7.9650 0.00 0.00 0.00
H -0.5666 -2.9726 4.6924 -0.01 0.00 0.00
H 4.6115 -2.0466 0.5230 -0.01 0.01 0.00
H -1.3784 -3.8908 8.7909 0.00 0.00 0.00
H -1.1723 4.3397 2.6441 0.00 0.00 0.00
H 4.1989 0.7027 4.6261 0.02 -0.02 0.02
H -2.6578 -6.4456 7.2073 0.00 0.00 0.00

=====

2.
72
Properties=species:S:1:pos:R:3:forces:R:3 method="wB97M-V/def2-TZVPD" spin_multiplicity=1 lumo_energy_ev=-6.18 relative_energy_ev=0.855 total_charge=+2 total_energy_ev=-94283.9397
Sc 1.0730 -0.4073 0.0167 -0.62 0.65 -0.67
S 3.6572 0.0658 -1.7288 -0.02 0.08 0.03
S -0.0863 0.5034 -2.5428 0.03 -0.03 0.14
S 3.0245 -1.6841 -1.1996 0.12 -0.34 0.24
O 1.5556 -1.7681 -1.6542 0.06 -0.16 -0.11
O 2.7930 -1.6173 0.3073 0.24 -0.15 -0.06
O 1.1666 -0.0181 2.0466 0.14 -0.14 -0.01
O -2.5630 -0.3729 2.9983 0.08 0.10 0.03
O 3.7451 -2.8630 -1.5989 -0.06 -0.02 -0.03
N 0.1735 -2.5568 0.6200 0.03 0.09 -0.01
N -1.1396 0.3615 0.2813 0.00 -0.02 0.25
N 1.3230 -4.3923 -1.8535 -0.07 0.02 -0.11
N -0.3364 0.0719 4.6434 0.02 -0.05 0.05
N 1.1778 1.9570 -0.1069 0.01 -0.03 0.17
C 1.2986 2.6473 -1.4116 0.01 -0.02 0.00
C -0.5817 -1.2160 4.0681 0.05 0.06 -0.03
C 0.2140 2.2950 -2.4202 0.02 0.05 -0.01
C -1.8485 0.3647 -2.1161 -0.05 0.00 -0.01
C -1.2457 1.8356 0.4308 -0.03 -0.02 0.00
C 3.4457 0.6378 2.1968 0.03 -0.01 0.03
C -2.1490 -2.7234 3.0455 -0.02 0.01 0.05
C -3.5718 0.0496 3.9357 -0.08 -0.05 -0.05
C 3.1296 1.2203 4.8943 -0.01 0.00 -0.01
C 2.1793 0.3814 2.7678 -0.01 -0.17 0.06
C 4.4919 1.1051 2.9526 0.00 0.00 -0.01
C -0.1071 -3.5686 4.0017 0.00 0.01 -0.01
C -1.7770 -1.4283 3.3862 -0.04 -0.08 -0.01
C -2.1005 -0.1695 -0.7055 0.03 -0.01 0.02
C 0.2614 -2.2803 4.3573 0.01 0.00 -0.01
C 2.0304 0.6735 4.1628 -0.08 0.22 -0.05
C 0.0939 2.4751 0.7590 0.02 0.02 0.00
C 4.3498 1.3965 4.3218 0.00 0.00 0.01
C 0.4546 -4.7359 -0.6721 0.04 0.04 0.02
C -1.3250 -3.7932 3.3696 0.00 0.00 0.00
C 0.8024 0.7041 4.8445 0.02 -0.01 -0.04
C -0.4517 -3.5789 -0.2545 0.00 0.00 0.08
H 1.0738 -4.9282 -2.6823 0.01 -0.02 0.01
H 2.3263 -4.5160 -1.6800 0.06 0.03 0.03
H -3.1312 0.0566 -0.4130 0.00 0.01 -0.01
H -1.9991 -1.2563 -0.6999 0.00 0.01 0.00
H 0.5383 -4.3978 4.2573 0.00 0.00 0.00
H -1.2986 -4.0200 0.2737 0.00 0.02 -0.01
H -1.9679 2.0843 1.2120 0.01 0.00 0.01
H -3.9180 -0.7950 4.5310 0.00 0.01 0.01
H 0.7537 1.3907 5.6852 0.00 -0.01 0.01
H -3.1891 0.8412 4.5832 0.01 -0.03 0.03
H -2.3031 -0.3122 -2.8383 0.01 0.00 0.00
H -1.3960 -0.0306 1.1862 -0.03 -0.01 -0.01
H -2.3182 1.3331 -2.2795 0.01 0.01 0.00
H -0.3223 -2.5226 1.5064 -0.04 -0.04 -0.02
H 1.2997 3.7317 -1.2622 -0.01 0.00 -0.01
H 0.5386 2.6387 -3.4014 0.00 -0.01 0.00
H -3.0985 -2.8707 2.5459 0.00 -0.02 -0.01
H 2.0549 2.1425 0.3778 0.00 0.00 0.00
H 1.2480 -3.3622 -2.0535 0.14 0.00 0.05
H -0.7290 2.7960 -2.2130 0.00 -0.02 0.01
H -1.6385 -4.8028 3.1378 0.00 0.00 0.00
H -1.0839 0.3720 5.2554 -0.02 0.02 -0.04
H 2.9759 1.4776 5.9355 0.00 0.00 0.00
H -0.8549 -3.1091 -1.1548 0.01 0.03 0.00
H 1.1817 -2.1021 4.8987 0.00 0.00 0.00
H -4.4021 0.4443 3.3572 0.01 0.02 -0.01
H 3.6116 0.4232 1.1488 -0.02 -0.02 0.00
H -1.6438 2.2464 -0.4915 0.00 0.00 0.00
H 1.1000 -5.0487 0.1471 0.02 0.01 -0.01
H 0.3636 2.2465 1.7884 0.00 0.01 0.00
H 5.1828 1.7793 4.8927 0.00 0.00 0.00
H 0.0078 3.5623 0.6714 -0.01 0.00 -0.01
H 1.1282 -2.8229 0.8600 0.00 -0.04 -0.02
H 5.4482 1.2673 2.4711 0.00 0.00 0.00
H -0.1535 -5.5897 -0.9608 -0.02 0.01 0.04
H 2.2660 2.3692 -1.8224 -0.01 0.00 0.00